This record from the OMol25 dataset describes an isolated molecule of C3H3N3. The level of theory is ωB97M-V/def2-TZVPD.

```
9
Properties=species:S:1:pos:R:3:forces:R:3:lowdin_charge:R:1
C 0.1874 0.9028 0.0313 -0.452 0.698 0.042 -0.18
C 0.9198 -0.3302 0.0425 -2.713 -2.662 -0.087 -0.20
C -1.1525 -1.4755 -0.0119 2.326 0.721 0.137 0.09
N -1.0857 0.9296 0.0151 0.746 1.413 0.020 0.05
N -1.7157 -0.3246 -0.0168 -0.291 -0.492 0.019 -0.19
N 1.9943 -0.9102 0.0024 0.257 -0.207 -0.161 0.14
H 0.6720 1.8632 0.0980 0.074 0.241 -0.044 0.11
H -2.7255 -0.1769 -0.0178 0.246 -0.186 -0.055 0.12
H 2.9058 -0.4781 -0.1428 -0.193 0.474 0.129 0.07
```
Positions in Å, forces in eV/Å.

- Molecular weight: 81.078 g mol⁻¹
- Total energy: -7623.63459 eV
- Orbital gap (alpha / beta): 7.014 / 7.012 eV
- LUMO (alpha / beta): -0.0263 / -0.0263 Ha
- ΔE to the lowest compared entry with this formula, charge and spin: 570.7 kJ/mol

=====

This record from the OMol25 dataset describes a cluster of 10 separate species, C28H34F2N8 in total. The level of theory is ωB97M-V/def2-TZVPD.

```
72
Properties=species:S:1:pos:R:3:forces:R:3:lowdin_charge:R:1
F 1.7105 -1.0834 0.1964 0.074 0.124 0.033 0.03
C 0.5839 -0.3419 0.3084 0.160 -0.166 0.068 -0.28
C -0.6206 -1.0080 0.3350 -0.188 -0.002 -0.187 -0.02
C -1.7850 -0.2505 0.4118 0.437 0.081 0.064 -0.11
C -1.6754 1.1304 0.5002 -0.379 0.562 -0.090 -0.12
C -0.4431 1.7866 0.5699 -0.523 -0.830 -0.119 -0.09
C 0.7088 1.0253 0.4332 0.251 0.318 0.252 -0.01
H -0.6192 -2.0862 0.2488 -0.069 0.010 0.054 0.09
H -2.7515 -0.7303 0.4655 -0.024 0.018 -0.137 0.06
H -2.5821 1.7282 0.4843 0.031 -0.109 0.258 0.09
H -0.4339 2.8462 0.7727 0.284 0.104 -0.218 0.08
H 1.6967 1.4659 0.4630 -0.043 0.073 -0.001 0.08
F 5.2304 3.6632 -2.1339 -0.005 0.097 -0.111 0.06
C 5.4669 2.4028 -1.7328 -0.122 -0.220 0.113 -0.29
C 4.5308 1.7785 -0.9281 -0.349 0.200 -0.008 -0.01
C 4.7678 0.4871 -0.4870 0.586 -0.090 -0.048 -0.08
C 5.9525 -0.1579 -0.8552 -0.348 -0.097 -0.175 -0.10
C 6.8698 0.4857 -1.6742 -0.302 -0.236 -0.112 -0.09
C 6.6198 1.7708 -2.1359 0.551 0.046 0.082 -0.02
H 3.6214 2.3180 -0.6864 0.074 0.007 0.114 0.08
H 4.0644 -0.0155 0.1625 -0.124 0.015 -0.092 0.09
H 6.1127 -1.1930 -0.5748 0.088 0.124 0.180 0.10
H 7.7555 -0.0387 -2.0077 0.073 0.058 0.079 0.10
H 7.3527 2.2730 -2.7551 -0.167 0.095 -0.041 0.12
C -4.6703 0.2124 -3.1212 0.322 -0.490 -0.150 -0.07
C -4.7647 0.6305 -1.7376 -0.098 0.313 0.610 -0.27
N -4.8431 0.9599 -0.6385 0.021 -0.120 -0.335 0.15
H -4.9330 1.0166 -3.7995 -0.134 0.054 -0.023 0.08
H -5.3098 -0.6566 -3.2768 -0.104 0.126 -0.112 0.09
H -3.6459 -0.1019 -3.3338 -0.033 0.109 -0.004 0.08
C -0.4535 4.9745 -2.1457 0.125 0.121 0.097 -0.06
C -0.3691 6.0845 -1.1982 0.054 -0.571 -0.306 -0.28
N -0.2768 6.9373 -0.4424 -0.006 0.421 0.352 0.14
H 0.1800 5.1923 -3.0039 -0.086 -0.003 -0.057 0.08
H -1.4851 4.8383 -2.4602 -0.005 -0.018 -0.068 0.08
H -0.0864 4.0618 -1.6782 -0.016 0.024 0.085 0.06
C -4.4959 -4.5239 3.5824 -0.434 0.215 -0.046 -0.06
C -3.9171 -3.4493 2.7901 -0.153 -0.467 0.167 -0.27
N -3.4676 -2.6294 2.1327 0.283 0.443 -0.289 0.17
H -5.2051 -4.0988 4.2931 0.126 -0.031 0.091 0.08
H -3.7214 -5.0720 4.1077 0.025 -0.099 0.022 0.08
H -5.0580 -5.1826 2.9219 0.177 -0.127 -0.016 0.09
C 1.5410 5.7850 2.3677 -0.194 0.214 0.066 -0.06
C 1.7838 4.8336 1.3027 0.127 0.184 -0.257 -0.26
N 1.9885 4.1531 0.4024 -0.011 -0.301 -0.060 0.16
H 0.9575 6.6117 1.9582 -0.033 -0.068 0.000 0.07
H 2.4842 6.1829 2.7354 0.029 -0.100 0.081 0.08
H 0.9771 5.3061 3.1644 0.006 0.000 0.108 0.05
C -1.7638 0.9618 4.0046 0.234 -0.061 -0.142 -0.06
C -1.2497 2.3283 3.9922 -0.114 -0.133 0.016 -0.27
N -0.7912 3.3789 3.9530 0.012 0.122 -0.003 0.14
H -2.2257 0.7362 3.0453 0.008 0.007 -0.002 0.06
H -2.4852 0.7845 4.7968 0.018 0.175 0.106 0.08
H -0.9086 0.2983 4.1366 -0.100 -0.100 0.004 0.09
C -2.9372 -3.1258 -1.6229 -0.117 -0.317 0.024 -0.07
C -3.5508 -4.2117 -2.3841 0.114 0.379 0.313 -0.29
N -4.0197 -5.0531 -3.0002 -0.223 -0.327 -0.290 0.13
H -3.3160 -3.1099 -0.6011 0.023 -0.074 0.015 0.06
H -3.1807 -2.1768 -2.0927 0.179 0.081 -0.024 0.05
H -1.8622 -3.2976 -1.6088 0.045 0.229 0.021 0.08
C 3.6111 -2.5745 -3.0489 -0.253 0.090 -0.293 -0.06
C 2.6846 -3.1532 -2.0800 0.194 0.107 -0.085 -0.28
N 1.9617 -3.6094 -1.3168 -0.153 -0.130 0.054 0.13
H 3.3795 -2.9548 -4.0447 0.045 -0.101 0.069 0.08
H 4.6381 -2.8262 -2.8028 0.042 0.011 0.073 0.08
H 3.4967 -1.4911 -3.0923 0.058 -0.025 0.207 0.08
C -0.7494 -4.9897 1.7688 0.309 0.134 0.517 -0.06
C -1.8925 -5.6307 1.1622 0.086 0.122 -0.061 -0.30
N -2.8110 -6.1321 0.7004 -0.460 -0.208 -0.161 0.15
H 0.1008 -5.6676 1.7866 0.039 -0.003 -0.077 0.09
H -0.9998 -4.7267 2.7992 0.057 0.023 -0.076 0.08
H -0.4717 -4.0794 1.2463 -0.004 -0.011 -0.116 0.06
```
Positions in Å, forces in eV/Å.

- Molecular weight: 520.632 g mol⁻¹
- Total energy: -46941.09704 eV
- Orbital gap: 9.530 eV
- LUMO: 0.0128 Ha
- SMILES: Fc1ccccc1.Fc1ccccc1.CC#N.CC#N.CC#N.CC#N.CC#N.CC#N.CC#N.CC#N
- ΔE to the lowest compared entry with this formula, charge and spin: 0.0 kJ/mol

=====

This record from the OMol25 dataset describes a structure of composition C41H36N3O5PSSn. The level of theory is ωB97M-V/def2-TZVPD.

```
88
Properties=species:S:1:pos:R:3:forces:R:3:lowdin_charge:R:1
Sn -0.3642 0.3044 -0.0664 0.456 0.067 0.219 1.27
O -0.5811 -0.6771 3.9068 0.103 -0.032 0.008 -0.27
S 0.1964 -0.5391 2.7111 -0.051 -0.005 0.086 0.49
O 0.1882 0.8258 2.1094 -0.157 -0.051 -0.046 -0.40
O -0.1569 -1.4599 1.6001 -0.194 0.141 -0.105 -0.41
C 1.8874 -0.8784 3.0767 0.017 0.019 -0.073 -0.27
C 2.2487 -1.2118 4.3727 -0.032 -0.009 -0.044 -0.04
C 3.5750 -1.5045 4.6450 0.019 0.005 -0.007 -0.06
C 4.5122 -1.4646 3.6220 0.008 -0.016 0.023 -0.06
C 4.1321 -1.1258 2.3324 -0.017 0.004 -0.007 -0.07
C 2.8073 -0.8181 2.0332 0.003 0.016 -0.038 -0.30
P 2.3404 -0.3484 0.2933 0.111 0.077 0.078 1.11
C 3.4154 1.1060 0.0519 0.030 -0.038 0.014 -0.33
C 3.7654 1.8878 1.1532 -0.015 -0.016 -0.012 -0.09
C 4.4775 3.0656 0.9861 0.002 0.003 -0.006 -0.08
C 4.8468 3.4799 -0.2838 -0.004 -0.001 0.001 -0.08
C 4.4944 2.7141 -1.3860 -0.002 -0.001 0.017 -0.07
C 3.7781 1.5383 -1.2251 -0.026 -0.016 0.005 -0.09
C 3.0567 -1.7789 -0.5693 -0.070 0.000 -0.013 -0.34
C 4.3222 -1.7888 -1.1427 0.010 -0.016 -0.022 -0.08
C 4.7866 -2.9330 -1.7777 -0.005 0.012 0.007 -0.08
C 3.9914 -4.0679 -1.8437 -0.020 0.003 0.014 -0.09
C 2.7264 -4.0610 -1.2699 0.025 0.005 -0.027 -0.07
C 2.2580 -2.9206 -0.6365 -0.003 0.028 0.032 -0.08
H 1.4876 -1.2409 5.1401 0.005 -0.003 0.010 0.11
H 3.8756 -1.7671 5.6504 -0.002 -0.001 0.002 0.11
H 5.5482 -1.7000 3.8286 0.002 0.004 0.000 0.11
H 4.8787 -1.0942 1.5484 -0.006 -0.002 -0.009 0.11
H 3.4684 1.5890 2.1501 0.012 0.007 0.007 0.11
H 4.7367 3.6617 1.8516 -0.004 0.000 0.004 0.10
H 5.3996 4.4013 -0.4155 0.001 0.001 -0.004 0.10
H 4.7668 3.0398 -2.3817 -0.002 -0.006 -0.006 0.11
H 3.4818 0.9667 -2.0918 -0.007 -0.002 -0.003 0.10
H 4.9434 -0.9026 -1.1074 0.005 0.001 0.012 0.10
H 5.7732 -2.9363 -2.2232 0.001 0.006 -0.003 0.10
H 4.3574 -4.9575 -2.3397 -0.001 -0.003 -0.004 0.10
H 2.1031 -4.9447 -1.3182 -0.008 -0.004 0.007 0.10
H 1.2698 -2.9125 -0.1875 -0.010 -0.014 -0.006 0.10
C -2.3837 -2.5683 -3.3794 0.010 -0.001 0.052 -0.01
C -1.4360 -2.0121 -2.3616 -0.039 -0.065 -0.028 -0.29
N -1.6148 -2.0962 -1.0996 -0.081 -0.080 0.021 0.02
O -2.7947 -2.7378 -0.7699 0.182 0.025 -0.157 -0.03
C -0.1742 -1.3820 -2.7883 -0.072 -0.074 0.121 -0.27
C 0.4682 -1.7226 -4.0928 0.011 -0.064 0.043 -0.01
N 0.4075 -0.5931 -1.9493 -0.113 0.160 -0.109 -0.23
O 1.5759 -0.1025 -2.1597 -0.064 0.033 -0.068 -0.24
H -3.4102 -2.3879 -3.0676 -0.015 0.009 0.011 0.08
H -2.2570 -3.6500 -3.4618 -0.011 -0.005 0.000 0.10
H -2.2133 -2.1232 -4.3569 0.016 -0.003 -0.001 0.08
H -2.8104 -2.6969 0.1977 -0.008 0.007 -0.003 0.07
H 0.3006 -2.7698 -4.3458 -0.017 0.010 -0.019 0.09
H 1.5356 -1.5284 -4.0181 0.011 -0.012 0.010 0.08
H 0.0682 -1.1085 -4.9037 0.001 0.010 0.003 0.09
N -2.3018 0.8785 0.1905 0.161 -0.276 0.064 0.02
C -3.4504 0.5926 0.6269 -0.133 0.118 -0.158 -0.29
C -3.9635 -0.7189 1.1394 -0.067 0.056 0.009 -0.20
C -5.1602 -1.2189 0.6232 0.077 -0.039 0.006 -0.04
C -5.6367 -2.4534 1.0316 0.021 0.008 0.025 -0.07
C -4.9391 -3.1895 1.9836 -0.051 -0.004 -0.048 -0.08
C -3.7697 -2.6798 2.5272 0.036 0.019 0.002 -0.06
C -3.2842 -1.4463 2.1072 0.039 0.080 0.068 -0.04
C -4.4716 1.7018 0.5902 -0.019 -0.071 0.082 -0.17
C -5.4718 1.7837 1.5557 -0.007 0.005 -0.049 -0.03
C -6.3631 2.8476 1.5521 0.012 -0.014 -0.001 -0.08
C -6.2733 3.8246 0.5718 -0.003 -0.007 0.008 -0.09
C -5.2822 3.7423 -0.3985 0.008 -0.004 0.001 -0.08
C -4.3796 2.6921 -0.3830 0.000 0.029 -0.008 -0.03
H -5.7033 -0.6465 -0.1182 -0.003 0.009 0.004 0.13
H -6.5541 -2.8415 0.6089 0.002 -0.015 -0.001 0.11
H -5.3147 -4.1525 2.3046 0.005 -0.002 0.004 0.10
H -3.2267 -3.2318 3.2832 -0.011 -0.009 0.012 0.11
H -2.3888 -1.0451 2.5555 -0.089 -0.038 -0.010 0.08
H -5.5464 1.0179 2.3175 -0.006 0.016 0.011 0.12
H -7.1279 2.9114 2.3153 -0.002 0.004 0.003 0.10
H -6.9732 4.6503 0.5643 -0.002 0.003 -0.003 0.10
H -5.2090 4.5037 -1.1644 -0.002 0.002 -0.002 0.10
H -3.5851 2.6288 -1.1149 0.008 0.000 0.005 0.11
C 1.1032 4.7565 -1.5926 0.000 0.024 0.006 -0.10
C 1.1550 4.4373 -0.2446 0.010 0.004 0.024 -0.09
C 0.7349 3.1869 0.1950 -0.034 0.039 -0.124 -0.12
C 0.2712 2.2461 -0.7179 0.043 -0.137 0.027 -0.28
C 0.2223 2.5718 -2.0703 0.011 0.115 0.075 -0.13
C 0.6292 3.8252 -2.5062 -0.016 -0.036 -0.016 -0.09
H 1.4310 5.7313 -1.9318 0.005 0.000 -0.004 0.10
H 1.5281 5.1622 0.4687 -0.005 -0.004 0.009 0.10
H 0.7753 2.9475 1.2493 0.018 0.019 0.018 0.09
H -0.1187 1.8455 -2.7989 0.011 -0.002 -0.024 0.09
H 0.5887 4.0709 -3.5604 -0.005 -0.001 -0.003 0.10
```
Positions in Å, forces in eV/Å.

- Molecular weight: 832.507 g mol⁻¹
- Total energy: -83761.83600 eV
- Orbital gap: 8.499 eV
- LUMO: 0.0139 Ha
- ΔE to the lowest compared entry with this formula, charge and spin: 0.0 kJ/mol

=====

This record from the OMol25 dataset describes a structure of composition C2H16Ag2CsO15P2. The level of theory is ωB97M-V/def2-TZVPD.

```
38
Properties=species:S:1:pos:R:3:forces:R:3:lowdin_charge:R:1
Ag -0.9077 2.2712 -1.7331 -0.794 0.581 -0.868 0.88
Ag 2.4312 2.1264 -0.8626 1.254 -1.119 0.163 1.02
Cs -2.2770 2.3710 1.5377 0.108 -0.194 0.264 1.04
P 0.3958 0.1074 -0.5708 -1.126 -3.413 1.667 0.12
O 1.3472 0.7657 0.4545 -0.043 -0.237 -0.496 -0.31
O 0.3713 -1.4409 -0.6264 2.046 3.957 -0.308 -0.26
O 0.8642 0.8784 -1.8586 1.124 -0.853 -0.534 -0.31
O -1.0925 0.4830 -0.3861 0.272 2.128 0.297 -0.54
P 1.0975 4.3115 -1.8085 -0.013 1.215 0.327 0.01
O 0.7239 3.3659 -0.6111 -1.631 1.936 0.967 -0.41
O 0.3197 3.6291 -2.9527 -1.795 0.793 -0.222 -0.25
O 2.4985 3.8814 -2.1160 2.483 0.578 -0.130 -0.24
O 1.0600 5.8350 -1.4813 -0.444 -2.350 -0.620 -0.14
O -3.4066 -0.4692 -0.1741 -2.167 0.641 1.039 -0.07
H -3.8282 -0.0082 -0.8993 -0.352 0.061 -0.251 0.06
H -2.5442 -0.0606 -0.0991 1.019 0.053 -0.099 -0.09
O 1.8607 0.8491 3.0042 -0.029 0.122 1.093 -0.04
H 1.6701 1.7274 3.3334 0.129 0.232 0.234 0.04
H 1.6456 0.8901 2.0724 -0.010 -0.248 -0.665 -0.05
O 0.2660 -1.0854 -3.6610 0.103 0.325 -0.599 -0.02
H -0.6282 -1.4269 -3.6547 -0.388 -0.324 0.202 0.03
H 0.3875 -0.7148 -2.7868 0.171 -0.419 -0.220 -0.05
O 2.8852 -1.4872 -1.6191 0.860 0.123 -0.174 -0.04
H 2.0024 -1.2631 -1.3248 -0.279 -0.824 0.117 -0.06
H 3.3293 -0.6441 -1.7094 0.323 0.052 -0.204 0.01
O -1.8792 -1.9688 -1.4919 -0.687 -0.776 -1.469 -0.06
H -1.0663 -1.5619 -1.1921 0.168 -0.674 0.021 -0.08
H -2.5721 -1.4219 -1.1218 -0.190 -0.637 -0.069 -0.05
C -0.9493 -2.6927 2.1481 -1.914 -0.778 0.655 -0.30
C -0.5420 -1.4298 2.8704 0.369 -0.481 -0.885 -0.26
O 0.5176 -1.6444 3.7640 -0.794 0.093 0.610 -0.03
O -0.1546 -3.1721 1.1797 2.211 -0.580 -1.064 -0.03
H -1.9266 -2.5454 1.6885 -0.714 0.655 0.133 0.11
H -1.1093 -3.5877 2.7493 -0.074 0.493 1.156 0.13
H -1.4794 -0.9962 3.2187 -0.185 0.065 1.143 0.11
H -0.1774 -0.6863 2.1616 -0.066 0.041 -0.699 0.08
H 0.8301 -0.7571 3.9553 0.677 0.062 0.138 0.05
H 0.0369 -2.4286 0.6033 0.376 -0.301 -0.653 0.01
```
Positions in Å, forces in eV/Å.

- Molecular weight: 690.724 g mol⁻¹
- Total energy: -60168.09818 eV
- 2S+1: 4
- Orbital gap (alpha / beta): 6.752 / 3.636 eV
- LUMO (alpha / beta): -0.0759 / -0.1902 Ha

=====

This record from the OMol25 dataset describes an isolated molecule of C5H9NS. The level of theory is ωB97M-V/def2-TZVPD.

```
16
Properties=species:S:1:pos:R:3:forces:R:3:lowdin_charge:R:1
C 0.0508 -2.1283 0.0539 -0.831 0.717 -1.178 -0.06
C 0.5678 -0.9945 -0.8951 0.562 -0.189 1.151 -0.30
N 1.9984 -0.6978 -0.7935 1.788 -0.720 -0.519 -0.05
C 1.8624 0.4186 0.1382 -0.596 -0.939 0.171 -0.17
C 0.3829 0.4555 -0.3111 -0.876 1.145 0.037 -0.33
C -0.6953 0.6315 0.7339 -0.109 0.152 -0.489 -0.65
S -2.1104 1.3556 0.4410 0.312 -0.148 0.147 0.69
H -1.0501 -1.9813 0.1115 0.548 -0.563 0.013 0.08
H 0.3061 -3.1160 -0.3211 -0.257 -0.057 -0.456 0.07
H 0.4343 -2.1542 1.0570 0.366 0.679 0.543 0.06
H 0.2390 -1.1684 -1.9442 -0.017 0.173 0.793 0.14
H 2.6549 -1.4318 -0.5132 -0.502 0.153 -0.265 0.11
H 2.5516 1.2662 -0.0113 -0.540 -0.220 -0.067 0.11
H 1.9010 0.0739 1.1793 0.199 0.260 0.127 0.10
H 0.2559 1.2100 -1.1085 -0.190 -0.518 0.305 0.13
H -0.5255 0.1998 1.7296 0.143 0.077 -0.314 0.06
```
Positions in Å, forces in eV/Å.

- Molecular weight: 115.201 g mol⁻¹
- Total energy: -17654.41878 eV
- Orbital gap: 8.464 eV
- LUMO: -0.0092 Ha
- SMILES: C[C@@H]1NC[C@@H]1C=S
- ΔE to the lowest compared entry with this formula, charge and spin: 171.2 kJ/mol

=====

This record from the OMol25 dataset describes a cluster of 2 separate species, C7H10 in total. The level of theory is ωB97M-V/def2-TZVPD.

```
17
Properties=species:S:1:pos:R:3:forces:R:3:lowdin_charge:R:1
C -1.2747 0.2905 1.3170 0.037 0.004 -0.026 -0.09
C -1.5218 -0.5502 0.0737 -0.329 -0.087 0.197 -0.31
C -1.0923 -0.1765 -1.3138 -0.127 -0.384 -0.178 -0.06
C -0.4697 -1.1819 -0.7852 -0.332 -0.048 -0.312 -0.06
H -2.1108 0.9859 1.4637 0.129 -0.103 -0.005 0.07
H -1.2209 -0.3482 2.2078 0.001 0.094 -0.123 0.07
H -0.3560 0.8809 1.2593 -0.127 -0.131 -0.047 0.05
H -2.4548 -1.1166 0.1518 -0.027 0.086 0.081 0.11
H -1.3515 0.3238 -2.2327 0.053 0.115 0.138 0.10
H 0.1203 -2.0654 -0.9581 0.025 0.136 0.088 0.10
C 2.0083 -0.7088 0.3448 0.270 0.233 0.055 -0.03
C 1.8720 0.5086 -0.1116 -0.107 -0.100 -0.047 -0.19
C 1.4219 1.5968 -0.6644 0.023 -0.148 0.046 0.00
H 2.4772 -1.4831 -0.2563 0.076 0.147 0.119 0.07
H 1.6308 -0.9874 1.3257 0.141 0.106 -0.069 0.07
H 0.4389 1.4557 -1.1252 0.172 0.278 -0.008 0.04
H 1.8832 2.5759 -0.6967 0.123 -0.199 0.090 0.06
```
Positions in Å, forces in eV/Å.

- Molecular weight: 94.157 g mol⁻¹
- Total energy: -7416.16169 eV
- Orbital gap: 10.194 eV
- LUMO: 0.0433 Ha
- SMILES: CC1C=C1.C=C=C
- ΔE to the lowest compared entry with this formula, charge and spin: 470.2 kJ/mol

=====

Q: total energy of number 4 (C2H16Ag2CsO15P2)?
A: -60168.09818 eV

=====

Q: The highest molecular weight belongs to which entry?
A: C41H36N3O5PSSn